Record 1
Below is a structure of composition C38H33BeFN3O6PS2, with properties calculated with wB97M-V/def2-TZVPD.

Geometry (Å):
Be -0.34 0.82 -0.85
O -2.50 -0.36 0.14
S -1.97 -1.07 -1.06
O -2.34 0.64 -2.32
O -0.43 -0.65 -1.19
C -1.49 -2.69 -0.19
C -1.69 -3.88 -0.87
C -1.28 -5.08 -0.31
C -0.68 -5.09 0.93
C -0.48 -3.91 1.63
C -0.88 -2.68 1.08
P -0.63 -1.11 2.02
C -1.94 -1.25 3.29
C -1.81 -0.51 4.46
C -2.80 -0.53 5.43
C -3.94 -1.30 5.23
C -4.09 -2.02 4.06
C -3.09 -2.00 3.09
C 0.84 -1.66 3.02
C 0.83 -2.32 4.24
C 2.02 -2.63 4.88
C 3.24 -2.28 4.31
C 3.26 -1.63 3.08
C 2.07 -1.33 2.44
H -2.17 -3.86 -1.84
H -1.42 -6.01 -0.85
H -0.38 -6.03 1.38
H -0.02 -3.94 2.60
H -0.91 0.09 4.61
H -2.68 0.03 6.34
H -4.72 -1.31 5.98
H -4.98 -2.62 3.90
H -3.22 -2.57 2.17
H -0.11 -2.59 4.71
H 2.01 -3.16 5.83
H 4.16 -2.51 4.82
H 4.21 -1.35 2.64
H 2.05 -0.80 1.49
C -2.39 7.53 -0.05
C -1.94 6.89 1.26
C -0.86 7.74 1.93
C -0.50 7.12 3.27
C -0.05 5.70 3.07
C 0.83 5.11 3.96
C 1.25 3.80 3.76
F 2.09 3.26 4.66
C 0.83 3.07 2.69
C -0.06 3.65 1.77
C -0.50 2.87 0.64
O -0.02 1.73 0.43
C -1.53 3.46 -0.15
C -1.94 4.74 0.11
N -1.42 5.52 1.07
C -0.51 4.97 1.96
C -2.30 2.71 -1.18
O -3.38 3.06 -1.56
O -1.63 1.63 -1.59
H -2.54 8.59 0.11
H -3.33 7.12 -0.41
H -1.63 7.40 -0.83
H -2.80 6.83 1.94
H -1.24 8.75 2.06
H 0.02 7.78 1.29
H -1.37 7.14 3.93
H 0.29 7.70 3.77
H 1.20 5.66 4.82
H 1.16 2.05 2.53
H -2.73 5.14 -0.51
C 3.55 -3.18 -1.75
C 2.57 -2.26 -2.41
C 1.63 -2.65 -3.32
C 0.83 -1.66 -3.93
N 0.94 -0.39 -3.59
C 1.74 -0.04 -2.59
S 1.69 1.49 -1.87
N 2.62 -0.95 -2.08
C -0.19 -1.99 -4.95
H 3.53 -4.16 -2.21
H 3.30 -3.28 -0.69
H 4.55 -2.76 -1.82
H 1.52 -3.69 -3.59
H 3.23 -0.63 -1.34
H -0.06 -2.99 -5.36
H -0.17 -1.24 -5.75
H -1.17 -1.91 -4.48

orbital gap	0.2321	Ha
F_max	0.046	hartree/bohr
energy above the lowest of the compared OMol25 structures with the same formula, charge and spin	148.4	kcal per mole


Record 2
Below is a structure of composition C38H33BrF4IrN4O3PS, with properties calculated with wB97M-V/def2-TZVPD.

Geometry (Å):
Ir -0.05 -0.02 0.55
N 0.13 -0.07 2.90
N 0.00 1.25 3.38
C 0.42 2.27 2.52
O 0.66 3.37 2.94
O 0.44 1.92 1.26
H -0.63 -0.64 3.27
H 1.03 -0.48 3.14
H 0.25 1.39 4.35
F 5.11 -5.31 -0.48
C 4.48 -4.16 -0.38
C 5.13 -2.99 -0.71
F 6.38 -3.01 -1.13
C 4.45 -1.78 -0.60
F 5.10 -0.67 -0.89
C 3.13 -1.72 -0.17
P 2.35 -0.08 -0.04
C 2.51 0.75 -1.62
C 3.55 1.62 -1.94
C 3.59 2.23 -3.18
C 2.60 1.95 -4.12
C 1.57 1.07 -3.82
C 1.52 0.48 -2.57
C 3.28 0.72 1.28
C 3.79 -0.08 2.30
C 4.42 0.50 3.39
C 4.54 1.89 3.46
C 4.03 2.68 2.45
C 3.39 2.11 1.36
C 2.51 -2.92 0.17
Br 0.72 -2.98 0.78
C 3.17 -4.13 0.06
F 2.57 -5.26 0.39
H 4.34 1.82 -1.22
H 4.39 2.91 -3.43
H 2.64 2.42 -5.09
H 0.80 0.85 -4.55
H 0.69 -0.19 -2.33
H 3.73 -1.16 2.25
H 4.83 -0.12 4.18
H 5.04 2.34 4.30
H 4.11 3.76 2.51
H 2.95 2.74 0.60
O -1.36 1.26 -0.54
S -1.38 2.82 -0.61
C -2.54 3.05 -1.99
C -2.19 2.26 -3.21
C -1.60 2.88 -4.30
C -1.25 2.14 -5.42
C -1.49 0.78 -5.46
C -2.10 0.15 -4.38
C -2.45 0.89 -3.26
C 0.16 3.35 -1.39
C 0.21 4.86 -1.37
C 0.32 5.57 -2.55
C 0.38 6.96 -2.53
C 0.31 7.63 -1.32
C 0.20 6.92 -0.13
C 0.15 5.54 -0.15
H -2.54 4.13 -2.16
H -3.51 2.78 -1.56
H -1.43 3.95 -4.28
H -0.81 2.64 -6.28
H -1.24 0.21 -6.34
H -2.32 -0.91 -4.42
H -2.94 0.40 -2.42
H 0.20 2.93 -2.39
H 0.94 2.91 -0.77
H 0.39 5.05 -3.50
H 0.48 7.51 -3.45
H 0.35 8.72 -1.30
H 0.16 7.45 0.81
H 0.08 4.99 0.78
N -2.76 -0.25 2.25
C -2.87 -1.14 1.21
C -3.99 -1.99 1.08
C -4.08 -2.81 -0.01
C -3.07 -2.78 -0.99
C -2.00 -1.95 -0.79
N -1.88 -1.18 0.32
H -3.57 -0.20 2.85
H -2.37 0.65 2.04
H -4.77 -1.96 1.83
H -4.93 -3.46 -0.12
H -3.13 -3.39 -1.88
H -1.19 -1.89 -1.50

multiplicity	5
orbital gap (spin up / spin down)	0.3166 / 0.2013	Ha
charge	+2
F_max	0.014	hartree/bohr


Record 3
Below is a structure of composition C38H33BrN3O5ReS, with properties calculated with wB97M-V/def2-TZVPD.

Geometry (Å):
Re -1.42 -0.35 -0.32
O -2.42 7.74 -0.07
C -1.68 6.80 -0.70
O -0.94 7.09 -1.59
C -1.83 5.39 -0.21
C -3.01 4.90 0.34
C -3.11 3.57 0.71
C -2.01 2.72 0.55
C -0.84 3.20 -0.01
C -0.75 4.53 -0.39
N -2.12 1.34 0.89
C -2.72 1.03 1.98
C -2.99 -0.36 2.24
C -3.53 -0.82 3.43
C -3.80 -2.17 3.56
C -3.51 -3.02 2.50
C -2.96 -2.49 1.34
N -2.70 -1.19 1.21
H -2.84 7.38 0.72
H -3.88 5.53 0.44
H -4.05 3.18 1.07
H 0.01 2.54 -0.14
H 0.15 4.91 -0.84
H -3.06 1.79 2.67
H -3.74 -0.13 4.23
H -4.22 -2.57 4.47
H -3.70 -4.08 2.55
H -2.71 -3.11 0.49
C 2.71 -3.96 0.37
C 3.63 -3.44 -0.73
C 5.02 -3.16 -0.14
C 3.76 -4.55 -1.80
C 3.08 -2.19 -1.41
C 3.85 -1.56 -2.41
C 3.38 -0.49 -3.14
C 2.11 -0.01 -2.85
S 1.18 1.21 -3.67
C -0.14 0.90 -2.64
N 0.09 0.01 -1.71
C 1.35 -0.57 -1.83
C 1.84 -1.66 -1.10
C -1.50 1.40 -2.72
C -1.96 2.29 -3.68
C -3.30 2.63 -3.69
C -4.17 2.07 -2.76
C -3.69 1.20 -1.78
C -2.35 0.85 -1.74
H 3.14 -4.87 0.80
H 1.72 -4.22 -0.01
H 2.59 -3.23 1.18
H 5.35 -4.00 0.47
H 5.01 -2.27 0.50
H 5.77 -3.00 -0.91
H 4.17 -5.45 -1.35
H 4.43 -4.25 -2.61
H 2.79 -4.79 -2.22
H 4.83 -1.95 -2.65
H 3.98 -0.05 -3.93
H 1.22 -2.10 -0.32
H -1.28 2.71 -4.41
H -3.68 3.32 -4.43
H -5.22 2.33 -2.78
H -4.38 0.80 -1.04
C -1.56 -2.35 -2.57
O -1.75 -1.96 -1.21
H -2.01 -1.61 -3.23
H -2.04 -3.31 -2.71
H -0.50 -2.44 -2.78
Br -0.15 1.29 4.08
C 1.46 0.33 3.78
C 2.21 -0.04 4.88
C 3.43 -0.68 4.69
C 3.90 -0.91 3.41
C 3.15 -0.51 2.32
C 1.91 0.09 2.49
C 1.15 0.48 1.26
O 1.61 1.28 0.47
O -0.01 -0.12 1.14
H 1.85 0.18 5.88
H 4.01 -0.98 5.55
H 4.86 -1.39 3.26
H 3.51 -0.65 1.31

multiplicity	2
orbital gap (spin up / spin down)	0.2659 / 0.2494	Ha
charge	+1
F_max	0.012	hartree/bohr
energy above the lowest of the compared OMol25 structures with the same formula, charge and spin	1.9	kcal per mole